No. 1
ORCA calculation (ωB97M-V/def2-TZVPD) on a structure of composition C15H17BCl3F9HgO6P at a distorted geometry.

Values from the calculation:
Maximum force, eV/Å: 5.28
Kohn-Sham gap, eV: 2.67

```
! wB97M-V def2-TZVPD RIJCOSX def2/J DEFGRID3
* xyz 1 1
C 1.54700 -4.77282 0.65508
C 2.24596 -4.30888 -0.72280
O 1.92256 -4.79386 -1.82001
O 3.23587 -3.25082 -0.56870
C 2.78951 -2.18921 -1.42172
O 3.53234 -1.80807 -2.36735
C 1.34638 -1.46998 -1.27775
C 1.34619 -0.24343 -0.24946
O 2.04696 -0.37752 1.01382
B 2.07994 1.00022 1.54552
Cl 3.87222 1.29203 2.14225
C 1.23286 1.31455 2.92341
C -0.15669 0.51858 3.05612
C -1.22414 1.37996 3.90493
Cl 0.06702 -1.09370 3.94947
O 1.56386 1.92925 0.52779
C 1.55515 1.26275 -0.77132
C 0.41554 1.68444 -1.83371
C -0.99554 2.06005 -1.11469
C -2.26825 1.70159 -2.03001
F -1.80176 1.82213 -3.39251
F -3.21622 2.74067 -1.85455
C -2.83718 0.21504 -1.83033
F -2.10022 -0.46132 -0.79774
F -2.49129 -0.49932 -3.03172
C -4.42157 0.08045 -1.69098
F -5.08132 0.77526 -2.75329
F -4.72497 -1.30399 -1.93251
C -5.04395 0.41952 -0.26166
F -5.15425 1.78769 0.04062
F -4.42467 -0.21153 0.83218
F -6.38684 -0.08014 -0.28694
P 3.26660 1.67933 -1.56070
O 4.44928 0.61517 -0.92683
Cl 3.13170 1.28203 -3.63536
H 0.74174 -5.55967 0.47700
H 2.37265 -5.26347 1.27221
H 1.10735 -3.88148 1.23738
H 1.02946 -1.20496 -2.34188
H 0.55107 -2.21593 -0.89199
H 0.23203 -0.21769 0.08485
H 1.85128 1.09903 3.90625
H 0.99062 2.45568 2.89403
H -0.63010 0.31732 2.02630
H -0.65207 2.15291 4.53089
H -1.81295 0.67709 4.58087
H -1.93553 1.90713 3.16645
H 0.32673 0.81674 -2.56839
H 0.80558 2.64990 -2.33548
H -1.06995 1.68422 -0.04204
H -0.98789 3.21399 -1.04392
H 4.98747 0.19478 -1.63765
Hg 2.77446 2.47833 4.22656
*
```

Atom charges from the natural (NBO) analysis, given in e for atoms 1 to 6:
1. C -0.7331
2. C 0.7911
3. O -0.5104
4. O -0.5422
5. C 0.8065
6. O -0.5412

=====

No. 2
ORCA calculation (ωB97M-V/def2-TZVPD) on a structure of composition C34H48FN6O7S2SiYb.

Values from the calculation:
Energy relative to the best compared isomer or geometry (same formula, charge and spin), kJ/mol: 43.1
Maximum force, eV/Å: 0.57
Kohn-Sham gap, eV: 4.35
Expectation value of S²: 0.751

```
! wB97M-V def2-TZVPD RIJCOSX def2/J DEFGRID3
* xyz -2 2
Yb 0.55191 0.79410 0.07144
C 3.58214 0.16568 -5.54070
C 2.82441 1.34522 -4.93023
N 3.21044 1.63675 -3.56773
C 2.73837 0.91679 -2.47233
S 1.22283 0.07984 -2.60173
N 3.51325 0.99282 -1.43899
N 3.04199 0.33032 -0.25562
C 3.75552 0.84334 0.92037
C 5.19977 1.23994 0.80787
C 3.12379 0.70381 2.11254
C 3.77029 0.99212 3.38564
C 3.12208 0.75384 4.55337
C 1.80237 0.22395 4.55183
C 1.23231 0.00948 3.31789
N 1.81347 0.21974 2.14058
H 3.25072 -0.02536 -6.56610
H 3.40063 -0.73151 -4.94433
H 4.65888 0.35728 -5.55587
H 1.75761 1.12851 -4.92189
H 2.97812 2.24657 -5.53034
H 4.17084 1.91528 -3.42639
H 5.48522 1.27688 -0.24183
H 5.87508 0.54276 1.32945
H 5.37859 2.23600 1.23129
H 4.77201 1.40196 3.38215
H 3.61191 0.97482 5.49719
H 1.25398 0.02694 5.46308
H 0.21159 -0.36971 3.26517
C -2.94842 3.13300 1.36444
C -1.90858 2.27465 2.05873
C -2.33884 1.87223 3.45948
O -1.75087 1.10479 1.23999
C -0.57744 3.05797 2.14444
O -0.58568 4.11403 2.77712
O 0.40392 2.51862 1.54404
H -3.91591 2.62278 1.35658
H -2.64642 3.32110 0.33125
H -3.03178 4.08563 1.88672
H -3.27693 1.31101 3.42189
H -2.46947 2.76811 4.06479
H -1.57054 1.25429 3.93532
H -1.42444 0.36190 1.76962
C -0.36559 5.56022 -0.43155
Si 0.60250 4.17607 -1.26617
C 1.03235 4.79562 -3.00461
C 2.24810 4.02647 -0.39958
N -0.23911 2.67166 -1.27658
C -1.40109 2.47998 -1.93988
C -2.12533 3.45170 -2.68662
C -3.31841 3.17451 -3.33794
C -3.89007 1.90897 -3.29755
C -3.22363 0.92047 -2.57377
C -2.04775 1.22386 -1.94292
F -1.45315 0.21098 -1.23313
H 0.14570 6.52166 -0.56219
H -0.44818 5.36148 0.64234
H -1.37829 5.65753 -0.83705
H 1.66549 5.68749 -2.92901
H 0.15587 5.05373 -3.60749
H 1.59484 4.01980 -3.53730
H 2.85567 4.91304 -0.61843
H 2.81457 3.15424 -0.74293
H 2.11999 3.94871 0.68192
H -1.71926 4.45392 -2.73432
H -3.81276 3.96902 -3.88801
H -4.82107 1.69105 -3.80608
H -3.61139 -0.08831 -2.49175
C -4.02333 -5.84309 -2.28118
C -3.63993 -5.82979 -0.82536
C -2.90342 -6.87277 -0.26972
C -2.48949 -6.82717 1.05170
C -2.82334 -5.72921 1.82990
C -3.57134 -4.68888 1.30321
C -3.97750 -4.74767 -0.02117
S -2.20074 -5.61590 3.47935
O -2.80292 -4.45716 4.06396
O -2.33219 -6.90255 4.11623
N -0.58909 -5.37835 3.29687
C -0.06659 -4.57014 2.16384
C -0.53573 -3.12801 2.14684
C -0.00652 -2.41477 0.90193
O 0.68086 -3.04235 0.10176
O -0.31235 -1.17216 0.85177
H -3.96131 -6.84800 -2.69869
H -3.35054 -5.19923 -2.85163
H -5.03730 -5.46832 -2.42585
H -2.63454 -7.72256 -0.88727
H -1.90949 -7.63393 1.48441
H -3.80690 -3.83907 1.93083
H -4.54433 -3.92619 -0.44486
H -0.15367 -6.29016 3.36285
H -0.31091 -5.03658 1.20949
H 1.01759 -4.58564 2.25057
H -0.20863 -2.59438 3.04165
H -1.62445 -3.05955 2.11656
C 3.31342 -1.12142 -0.37784
H 3.16004 -1.57609 0.59901
H 4.35356 -1.26227 -0.69610
H 2.64240 -1.58880 -1.09267
*
```

Atom charges from the Mulliken analysis, given in e for atoms 1 to 6:
1. Yb 0.6930
2. C -1.2130
3. C -0.5758
4. N -0.0917
5. C 0.1171
6. S -0.4637

=====

No. 3
ORCA calculation (ωB97M-V/def2-TZVPD) on a structure of composition C25H33O7V at a distorted geometry.

Values from the calculation:
Maximum force, eV/Å: 4.00
Kohn-Sham gap (alpha / beta), eV: 1.92 / 1.88
Expectation value of S²: 2.014

```
! wB97M-V def2-TZVPD RIJCOSX def2/J DEFGRID3
* xyz -2 3
C 0.37209 -0.19097 -7.15890
C 0.20342 -0.91953 -5.80634
C -0.11002 1.24882 -6.95041
C -0.88749 1.28771 -5.59497
H -0.77909 1.51803 -7.77086
H 0.73188 1.94794 -6.97724
C -1.01597 -0.27844 -5.18050
H 1.10552 -0.72199 -5.20264
H 0.10653 -2.00265 -5.97377
C -1.42562 -0.82469 -3.79116
H -1.88608 -0.56158 -5.81254
H -1.92266 1.60946 -5.80852
C -0.37059 2.31805 -4.68810
C 1.80942 -0.31953 -7.64472
C -0.38562 -0.83517 -8.32699
O -0.91449 -0.21630 -9.23578
O 2.77752 -0.24258 -6.89810
O 1.90909 -0.54545 -8.96294
O -0.41352 -2.17460 -8.28219
C -1.04596 -2.72585 -9.44183
H -0.98012 -3.80345 -9.31987
H -0.51559 -2.39463 -10.33892
H -2.08679 -2.39464 -9.49764
C 3.24962 -0.71352 -9.43171
H 3.89771 0.09676 -9.07768
H 3.17112 -0.70428 -10.51771
H 3.65726 -1.67328 -9.08946
O -0.58249 -0.70064 -2.63566
H -1.58710 -1.91737 -3.91072
H -2.41158 -0.39262 -3.53676
C -1.29364 3.09356 -3.84151
C 1.07394 2.48854 -4.49528
H 1.46789 3.32540 -5.10700
H 1.62564 1.57302 -4.76584
H 1.30181 2.73579 -3.44496
H -0.94875 3.12252 -2.79369
H -2.29777 2.64108 -3.84125
H -1.39296 4.13545 -4.19716
V -0.36887 0.09904 -1.04773
C -1.84854 0.44310 0.92084
C -2.70057 0.44925 -0.22577
C -2.58410 -0.81840 -0.86136
H -3.40003 1.23733 -0.50830
C -1.62736 -1.60302 -0.13478
C -1.16945 -0.80763 0.97043
H -0.52519 -1.13583 1.78305
H -1.83295 1.19230 1.70489
H -3.19070 -1.15538 -1.69341
H -1.38808 -2.64620 -0.31793
C 1.96128 0.98731 -0.63866
C 1.48530 0.07258 0.35053
C 1.32606 -1.20880 -0.28644
H 1.37538 0.28264 1.40869
C 1.68205 -1.05635 -1.66111
C 2.07273 0.29846 -1.87540
H 2.49095 0.69576 -2.79480
H 2.31403 2.00160 -0.45988
H 1.09498 -2.15306 0.20186
H 1.74764 -1.84982 -2.39762
C -0.51748 4.27402 0.17170
C -0.25373 2.79924 0.22184
O 0.16525 2.32260 1.28277
O -0.47794 2.08974 -0.88465
H 0.35752 4.78943 0.57951
H -1.34578 4.49937 0.85119
H -0.74183 4.61828 -0.83735
*
```

Atom charges from the natural (NBO) analysis, given in e for atoms 1 to 6:
1. C -0.2631
2. C -0.3941
3. C -0.4008
4. C -0.1819
5. H 0.2240
6. H 0.2171

=====

No. 4
ORCA calculation (ωB97M-V/def2-TZVPD) on a structure of composition C22H24F6N4O6Rh at a distorted geometry.

Values from the calculation:
Energy relative to the best compared isomer or geometry (same formula, charge and spin), kJ/mol: 194.8
Maximum force, eV/Å: 3.29
Kohn-Sham gap, eV: 6.99

```
! wB97M-V def2-TZVPD RIJCOSX def2/J DEFGRID3
* xyz 1 1
Rh -3.72228 -0.11925 -0.17836
F 1.91551 3.27995 -0.79176
C 1.78777 1.95388 -0.57252
C 0.56615 1.38147 -0.73304
C 0.41334 0.00706 -0.54626
C -0.90865 -0.59390 -0.70258
O -1.85236 0.13806 -1.07846
C -1.01647 -1.97408 -0.44218
C 0.11607 -2.67507 -0.14152
N 1.34130 -2.13635 -0.00817
C 2.49258 -2.98266 0.23113
C 2.35574 -4.17092 1.12084
C 3.14953 -2.98066 1.57989
C 1.51579 -0.76746 -0.19646
C 2.76665 -0.15502 -0.01875
C 2.92128 1.20233 -0.20526
N 4.20447 1.78190 0.01419
C 4.35184 3.22743 0.17453
C 5.79328 3.51253 0.62437
N 6.33069 2.26704 1.27475
C 6.53685 1.18590 0.23820
C 5.33738 1.22610 -0.71455
C -2.30844 -2.73712 -0.52708
O -2.27592 -3.94931 -0.55497
O -3.38893 -2.01778 -0.59740
H -0.29281 1.97628 -1.01791
H 0.03429 -3.74568 -0.00923
H 3.13679 -3.08278 -0.63410
H 2.87028 -5.07382 0.82770
H 1.40694 -4.33443 1.61196
H 4.22817 -3.05242 1.61869
H 2.69947 -2.36815 2.35004
H 3.61278 -0.74916 0.29694
H 3.64875 3.57080 0.93006
H 4.16415 3.79251 -0.74031
H 5.84112 4.33068 1.33790
H 6.45860 3.73531 -0.20677
H 5.62585 1.93123 1.93366
H 7.19099 2.44990 1.78857
H 6.60973 0.24322 0.77619
H 7.47972 1.38563 -0.26644
H 5.11895 0.21998 -1.05857
H 5.56669 1.82870 -1.60144
F -6.14961 3.93633 -1.29683
C -6.48346 2.69068 -1.66938
F -6.62642 2.68182 -2.99205
F -7.67563 2.39934 -1.12514
C -5.41700 1.69734 -1.18111
O -4.73249 1.07260 -2.00514
O -5.31387 1.57253 0.06841
F -2.54206 1.93441 0.88474
C -2.98255 0.70820 1.27769
F -1.87065 0.05561 1.76842
H -3.73157 0.80815 2.06474
C -7.22469 -2.36056 0.70395
C -6.23967 -1.49324 -0.01022
N -6.37306 -1.32527 -1.32456
O -5.34442 -0.94759 0.66219
H -8.13625 -2.51303 0.12992
H -7.46136 -1.90630 1.66252
H -6.75331 -3.32709 0.88735
H -7.07269 -1.84321 -1.82591
H -5.69282 -0.80256 -1.86513
*
```

Atom charges from the natural (NBO) analysis, given in e for atoms 1 to 6:
1. Rh 1.0920
2. F -0.3219
3. C 0.3203
4. C -0.1906
5. C -0.0761
6. C 0.5254

=====

No. 5
ORCA calculation (ωB97M-V/def2-TZVPD) on a structure of composition C4H9N3O at a distorted geometry.

Values from the calculation:
Energy relative to the best compared isomer or geometry (same formula, charge and spin), kJ/mol: 666.2
Maximum force, eV/Å: 1.09
Kohn-Sham gap, eV: 7.08

```
! wB97M-V def2-TZVPD RIJCOSX def2/J DEFGRID3
* xyz 0 1
C 0.37856 1.11137 0.89848
C 0.89351 0.26544 -0.20734
N 0.65175 -2.40102 0.16368
N -2.60976 0.70760 0.28696
C -1.59790 0.66654 -0.58295
C 2.06107 0.17526 -0.87782
O -0.10052 -1.25419 -0.03218
N -0.39256 1.09740 -0.35684
H 1.22430 -2.31632 1.00764
H 1.32689 -2.41230 -0.61342
H -2.42340 0.95231 1.24942
H -3.48526 0.26770 0.05760
H -0.06823 0.59880 1.74627
H 0.85678 2.06761 1.09428
H -1.79902 0.19898 -1.54036
H 2.09326 -0.13794 -1.91247
H 2.99053 0.41278 -0.38094
*
```

Atom charges from the natural (NBO) analysis, given in e for atoms 1 to 6:
1. C -0.2773
2. C 0.3251
3. N -0.4991
4. N -0.7480
5. C 0.4316
6. C -0.7386

=====

> Which formula does entry 3 have?

C25H33O7V

=====

> Which of these has the highest maximum force?

C15H17BCl3F9HgO6P

=====

> What is the formula in the fifth record?

C4H9N3O

=====

> Look up the maximum force of the first one.

5.28 eV/Å